Density functional theory data (ωB97M-V/def2-TZVPD) for a molecular structure, C5H12ClI2N5OOsP.

XYZ file:
```
28
C5H12ClI2N5OOsP, DFT ωB97M-V/def2-TZVPD
I -1.8636 -1.7141 -2.7503
I -1.2737 -1.0141 2.2151
Os -0.3045 -0.3050 0.1849
P -0.5958 1.8705 0.0326
C -2.3372 2.4385 -0.2310
C -0.0704 2.8329 1.4726
H 1.3488 2.6857 -1.2244
H 0.1060 3.8940 -1.1795
H -0.0641 2.5287 -2.2530
C 0.2713 2.8334 -1.2431
H 0.9725 2.6909 1.7065
H -0.2243 3.8940 1.3606
H -2.3901 3.5200 -0.2133
H -2.9127 2.0050 0.5722
H -0.6390 2.5246 2.3664
H -2.6480 2.0437 -1.1860
C -2.3431 -0.4694 -0.4052
O -3.5254 -0.4965 -0.6074
Cl 2.0654 0.3918 0.4867
N 3.2469 -4.2326 -0.7210
N 2.1611 -3.6377 -0.1697
N 1.4081 -4.2733 0.8464
C 0.4217 -3.3608 0.9095
N 0.6001 -2.2598 0.1280
N 1.6587 -2.4486 -0.5910
H 3.7770 -3.4641 -1.0430
H 3.5637 -4.9703 -0.0724
H -0.4093 -3.5072 1.6089
```

Largest force on an atom in eV Å⁻¹: 7.21
Multiplicity: 5
E_tot in hartree: -2033.0131
Total charge: +3
HOMO (spin up / spin down) in eV: -20.7 / -19.4

Density functional theory data (ωB97M-V/def2-TZVPD) for C5H12FNS in the gas phase.

XYZ file:
```
20
C5H12FNS, DFT ωB97M-V/def2-TZVPD
C 3.1754 -0.3026 0.4467
S 1.6703 0.0542 -0.5009
C 0.3492 -0.0233 0.7379
C -0.9911 0.4311 0.0951
C -0.8871 1.7697 -0.6289
N -2.0320 0.4379 1.2071
C -1.4733 -0.5843 -0.8828
F -1.6825 -1.7670 -0.1919
H 3.9324 -0.4366 -0.3528
H 3.0954 -1.2366 1.0180
H 3.3496 0.4962 1.1688
H 0.2302 -1.0331 1.0418
H 0.6658 0.5705 1.6262
H -0.5517 2.5345 0.0338
H -1.8971 2.0022 -0.9130
H -0.3676 1.7501 -1.5739
H -1.9446 -0.4440 1.7291
H -1.7386 1.1270 1.8766
H -0.7791 -0.8084 -1.7143
H -2.3922 -0.2946 -1.2561
```

Largest force on an atom in eV Å⁻¹: 2.28
E_tot in hartree: -750.5006
HOMO in eV: -8.6

Density functional theory data (ωB97M-V/def2-TZVPD) for a molecular structure, C5H12GdO3.

XYZ file:
```
21
C5H12GdO3, DFT ωB97M-V/def2-TZVPD
H -2.9306 0.2409 0.2464
C -2.2590 1.5783 -6.3978
O -3.0185 0.4590 -6.0665
C -1.1134 1.7872 -5.4111
O -1.6810 1.6837 -4.0909
C -0.7484 1.6999 -3.0176
C -1.4713 1.2405 -1.7716
O -2.2122 0.0788 -2.1053
C -2.8195 -0.5602 -0.9924
Gd -3.2865 0.1199 -4.3014
H -2.8778 2.4977 -6.4114
H -1.8048 1.4876 -7.4015
H -0.6412 2.7739 -5.5186
H -0.3500 0.9999 -5.5221
H -0.3692 2.7213 -2.8750
H 0.0911 1.0271 -3.2524
H -2.1679 2.0110 -1.4009
H -0.7393 1.0144 -0.9803
H -3.3579 -2.0338 -0.7470
H -1.9935 -1.0662 -0.4649
H -3.9035 -0.3780 -1.0509
```

Largest force on an atom in eV Å⁻¹: 5.79
Multiplicity: 9
E_tot in hartree: -1188.2004
Total charge: +2
HOMO (spin up / spin down) in eV: -14.7 / -19.1

Density functional theory data (ωB97M-V/def2-TZVPD) for 2 unconnected molecules or ions with the total composition C5H12IP.

XYZ file:
```
19
C5H12IP, DFT ωB97M-V/def2-TZVPD
C -2.0414 -1.2460 -0.3303
C -1.8292 -2.2608 0.7752
C 0.1018 2.0765 -1.1042
C 1.5697 -0.4806 -0.8168
C 0.2848 0.5997 1.4166
P 0.0019 0.3360 -0.3594
I -3.6153 0.2730 0.1029
H -0.7560 -2.4761 0.5216
H -2.5289 -3.1109 0.4527
H -2.0013 -1.8060 1.7508
H -0.8671 2.6165 -1.3220
H 0.8052 2.6975 -0.4713
H 0.4706 1.8933 -2.1814
H 2.2055 -0.5831 0.0749
H 1.3238 -1.4777 -1.2231
H 2.2804 0.2084 -1.5407
H 0.4405 -0.4885 1.9261
H 1.1275 1.3562 1.5625
H -0.6049 1.0608 1.8777
```

Largest force on an atom in eV Å⁻¹: 3.17
E_tot in hartree: -836.5792
HOMO in eV: -7.2

Density functional theory data (ωB97M-V/def2-TZVPD) for C5H12N in the gas phase.

XYZ file:
```
18
C5H12N, DFT ωB97M-V/def2-TZVPD
C 1.1826 -0.7935 -1.2072
C 0.9255 -0.2832 0.2060
C -0.3510 0.5918 0.3871
C -1.6763 0.3321 2.4634
C -1.3885 -0.0762 1.2386
N 0.9076 0.2350 -2.3147
H 0.5261 -1.6274 -1.4509
H 2.1796 -1.1609 -1.4455
H 0.7176 -1.2068 0.7597
H 1.7651 0.2646 0.6244
H -0.7635 0.8823 -0.5828
H -0.0695 1.5412 0.8490
H -1.1549 1.2071 2.8162
H -2.3197 -0.2400 3.1196
H -1.9232 -0.8895 0.7645
H 1.0929 1.2022 -2.0121
H 1.4468 -0.0085 -3.1811
H -0.0858 0.1661 -2.6611
```

Largest force on an atom in eV Å⁻¹: 0.97
Multiplicity: 2
E_tot in hartree: -252.3079
HOMO (spin up / spin down) in eV: -3.7 / -10.0

Density functional theory data (ωB97M-V/def2-TZVPD) for a gas-phase ion, C5H12N (charge +1).

XYZ file:
```
18
C5H12N, DFT ωB97M-V/def2-TZVPD
C 1.5631 0.4265 -1.4083
C 0.1045 0.0550 -1.6091
C -0.8649 0.4339 -0.7388
C -0.6052 0.9827 0.5630
C -0.4869 -0.1232 1.6766
N -0.0053 -1.4332 1.0854
H 2.0379 0.2483 -0.4365
H 2.1214 0.0442 -2.2643
H 1.6200 1.5193 -1.4782
H -0.0404 -0.8308 -2.2309
H -1.8695 0.5114 -1.1692
H -1.3030 1.7050 1.0161
H 0.2950 1.5796 0.7347
H 0.1081 0.1110 2.5595
H -1.4915 -0.3288 2.0680
H 0.1822 -2.0554 1.8700
H -0.6498 -1.9468 0.4807
H 0.6606 -1.1012 0.3555
```

Largest force on an atom in eV Å⁻¹: 4.17
E_tot in hartree: -252.1467
Total charge: +1
HOMO in eV: -13.5

Density functional theory data (ωB97M-V/def2-TZVPD) for a gas-phase ion, C5H12N (charge +1).

XYZ file:
```
18
C5H12N, DFT ωB97M-V/def2-TZVPD
C 0.7067 -1.2499 1.4353
C 1.4962 -0.2834 0.5759
C 0.9420 0.8485 0.0989
C -0.5493 1.1590 0.3371
C -1.5021 0.3162 -0.5703
N -0.7317 -0.4662 -1.5926
H 1.2455 -1.6030 2.3148
H 0.2000 -2.0109 0.8098
H -0.1908 -0.8531 1.9319
H 2.5403 -0.4813 0.3591
H 1.5120 1.7401 -0.1426
H -0.8227 1.1025 1.4021
H -0.8003 2.1991 0.0873
H -2.1593 0.9752 -1.1470
H -2.1176 -0.3425 0.0316
H 0.2018 -0.5780 -1.1328
H -0.4756 -0.1407 -2.5344
H -1.2918 -1.2680 -1.8947
```

Largest force on an atom in eV Å⁻¹: 1.93
E_tot in hartree: -252.1644
Total charge: +1
HOMO in eV: -14.0

Density functional theory data (ωB97M-V/def2-TZVPD) for a gas-phase ion, C5H12N (charge +1).

XYZ file:
```
18
C5H12N, DFT ωB97M-V/def2-TZVPD
C 1.0187 -1.2388 -1.7989
C 0.2936 -1.5990 -0.5458
C -0.4257 -0.4652 0.0371
C -0.5521 -0.1685 1.5098
C 0.1475 0.9898 0.8124
N -0.6777 2.2165 0.6589
H 0.6099 -1.1206 -2.8730
H 1.7483 -1.9696 -2.0731
H 1.5881 -0.2841 -1.6598
H 1.1694 -1.9748 0.0567
H -0.3720 -2.4160 -0.5268
H -1.4437 -0.2358 -0.3988
H -1.5146 0.0955 1.7095
H 0.1196 -0.7323 2.0684
H 1.1439 1.1911 0.7593
H -0.8589 2.7672 1.5000
H -1.6899 1.9680 0.5847
H -0.3043 2.9766 0.1793
```

Largest force on an atom in eV Å⁻¹: 4.80
E_tot in hartree: -252.1015
Total charge: +1
HOMO in eV: -14.1

Density functional theory data (ωB97M-V/def2-TZVPD) for 2 unconnected molecules or ions with the total composition C5H12N.

XYZ file:
```
18
C5H12N, DFT ωB97M-V/def2-TZVPD
C -1.6012 -2.0058 -0.4833
C -0.4271 -1.4931 -0.1739
C 0.3411 0.9348 2.0696
C 1.6052 0.0583 -0.6545
C 0.1426 -0.1457 -0.3676
N -0.6449 1.0053 -0.9659
H -1.7931 -3.1060 -0.4751
H -2.4364 -1.5751 -0.9483
H 0.4279 -2.1214 -0.0140
H 1.3271 0.5642 2.1712
H -0.5355 0.6052 2.5202
H 0.4377 1.9760 1.6303
H 1.6920 -0.3321 -1.5972
H 2.2020 -0.4468 0.1058
H 2.0443 1.0920 -0.6148
H -1.2314 1.3700 -0.2067
H -1.2075 0.7255 -1.8105
H 0.0794 1.6887 -1.3492
```

Largest force on an atom in eV Å⁻¹: 3.99
E_tot in hartree: -252.0398
Total charge: +1
HOMO (spin up / spin down) in eV: -12.5 / -12.7

Density functional theory data (ωB97M-V/def2-TZVPD) for a gas-phase ion, C5H12N (charge +1).

XYZ file:
```
18
C5H12N, DFT ωB97M-V/def2-TZVPD
C -1.6507 -1.6202 0.7496
C -1.1395 -0.6727 -0.0899
C -1.1389 0.7953 -0.2784
C 0.3089 1.3591 -0.5272
C 1.4541 0.4416 -0.6580
N 1.5479 -0.3040 0.6565
H -1.9618 -1.4359 1.7323
H -1.4788 -2.6603 0.4444
H -0.7510 -1.2632 -1.0213
H -1.7039 1.1321 -1.1048
H -1.5284 1.2818 0.6402
H 0.6239 2.0342 0.3279
H 0.3070 2.0769 -1.3843
H 2.4757 0.9588 -0.7722
H 1.3009 -0.2184 -1.4529
H 1.3206 -1.2911 0.4586
H 2.4985 -0.3592 0.8821
H 1.0591 0.0531 1.4788
```

Largest force on an atom in eV Å⁻¹: 4.47
E_tot in hartree: -252.1525
Total charge: +1
HOMO in eV: -13.8

Density functional theory data (ωB97M-V/def2-TZVPD) for a gas-phase ion, C5H12N (charge +1).

XYZ file:
```
18
C5H12N, DFT ωB97M-V/def2-TZVPD
C -0.7203 1.4689 -1.3047
C -0.5615 0.2120 -0.9281
N -1.7200 -0.4503 -0.2810
C 0.7248 -0.5215 -0.8188
C 1.0999 -0.8810 0.6458
C 1.0321 0.3510 1.5987
H -1.7285 1.8612 -1.3766
H 0.1224 2.0153 -1.6970
H -2.5976 0.0392 -0.4728
H -1.8890 -1.4344 -0.5051
H -1.5677 -0.4020 0.7330
H 0.8156 -1.4269 -1.4274
H 1.4963 0.1189 -1.2299
H 2.1131 -1.2033 0.6300
H 0.4184 -1.6593 0.9929
H 1.8719 0.2626 2.2667
H 1.0135 1.2700 1.0406
H 0.0766 0.3796 2.1337
```

Largest force on an atom in eV Å⁻¹: 1.86
E_tot in hartree: -252.1839
Total charge: +1
HOMO in eV: -14.9

Density functional theory data (ωB97M-V/def2-TZVPD) for a gas-phase ion, C5H12N2 (charge -1).

XYZ file:
```
19
C5H12N2, DFT ωB97M-V/def2-TZVPD
C -0.8977 1.3324 -0.6226
C -0.7006 0.5098 0.5932
C 0.5462 -0.4603 0.7555
C 0.8381 -1.5241 -0.0106
N 0.8417 -1.6165 -1.4690
C 1.5385 -0.0973 1.8462
N -2.2766 1.1517 -1.0884
H -0.0580 0.9822 -1.3284
H -0.5592 2.3384 -0.3867
H -1.5575 -0.1022 0.6697
H -0.5098 1.0560 1.5072
H 1.1379 -2.5263 0.4794
H 0.5294 -0.7178 -1.9346
H 0.3980 -2.4409 -1.9017
H 1.1297 0.0257 2.8130
H 2.2018 -0.9453 1.9086
H 2.1300 0.8460 1.6602
H -2.5939 1.8633 -1.7143
H -2.1380 0.3250 -1.7765
```

Largest force on an atom in eV Å⁻¹: 3.40
Multiplicity: 2
E_tot in hartree: -307.0773
Total charge: -1
HOMO (spin up / spin down) in eV: 1.1 / -3.7